[1]
Formula: C4H8O2
Source: OMol25
Level of theory: wB97M-V/def2-TZVPD

Cartesian coordinates (Å):
H: -0.065 -0.857 2.161
C: -0.336 -0.674 1.125
O: -0.631 -1.829 -1.061
O: 0.439 0.618 -0.888
H: -0.536 -1.040 -1.620
C: 0.172 -1.595 0.048
H: 0.771 -2.458 0.330
H: -1.175 1.732 -0.192
C: 0.751 -0.221 0.183
C: -0.135 1.856 -0.518
H: 0.432 2.336 0.289
H: 1.760 -0.085 0.575
H: -1.337 -0.278 0.973
H: -0.111 2.494 -1.405

The calculation puts the LUMO energy at 1.00 eV. The electronic energy comes out at -307.62507 a.u. As for the energy above the lowest of the compared OMol25 structures with the same formula, charge and spin: 54.8 kcal per mole. Its SMILES is CO[C@H]1C[C@H]1O. The value obtained for the HOMO-LUMO gap is 10.4 eV. The value obtained for the HOMO energy is -9.445 eV.

[2]
Formula: C23H15AuBrN3OS
Source: OMol25
Level of theory: wB97M-V/def2-TZVPD

Cartesian coordinates (Å):
C: -3.862 1.428 3.675
C: 4.603 -1.075 0.032
C: 0.727 -2.897 2.612
N: -0.059 -0.802 1.616
C: 1.788 2.096 -3.794
H: -5.283 2.562 2.511
H: 1.588 -4.682 3.415
C: 2.154 -1.594 1.157
H: -0.239 -3.094 3.054
H: 4.257 0.745 -5.635
C: 3.476 -0.281 -0.209
C: 0.911 -1.774 1.821
C: -2.016 0.413 2.453
C: -4.366 1.993 2.482
H: 3.540 0.590 -0.844
C: 0.107 2.535 -2.116
H: -0.664 2.924 -1.475
H: -4.067 2.248 0.399
C: 1.558 1.038 -2.892
O: -1.804 1.119 0.159
H: 2.942 2.838 -5.446
H: 3.741 -1.174 -4.199
N: 0.617 1.345 -1.935
C: 2.758 2.007 -4.786
C: 3.011 -3.596 2.263
H: -2.392 0.143 4.543
C: 1.769 -3.807 2.810
H: 5.316 -2.831 1.024
S: 0.725 3.427 -3.429
Br: -4.726 1.774 5.313
H: 5.547 -0.810 -0.418
C: -0.916 -0.490 2.532
C: -2.441 1.100 1.239
C: -3.692 1.821 1.316
H: 3.827 -4.274 2.461
Au: 0.287 0.320 -0.130
C: -2.733 0.621 3.636
N: 2.306 -0.547 0.321
C: 3.477 0.830 -4.894
C: 2.249 -0.164 -3.060
H: 2.025 -1.013 -2.432
H: -0.804 -0.959 3.511
C: 3.199 -0.251 -4.059
C: 4.474 -2.187 0.828
C: 3.232 -2.481 1.424

The calculation puts the LUMO energy (spin up / spin down) at -6.91 / -9.02 eV. The electronic energy comes out at -4232.30607 a.u. As for the energy above the lowest of the compared OMol25 structures with the same formula, charge and spin: 0.0 kcal per mole. The value obtained for the HOMO-LUMO gap (spin up / spin down) is 7.4 / 5.4 eV. As for the multiplicity: 3. The expectation value of S² is 2.043. The value obtained for the HOMO energy (spin up / spin down) is -14.340 / -14.411 eV. Its charge is +2.

[3]
Formula: C24H35As2I2N2O8Y
Source: OMol25
Level of theory: wB97M-V/def2-TZVPD

Cartesian coordinates (Å):
C: 0.399 -0.882 -2.313
O: -0.243 -3.079 -1.832
C: -1.940 -1.259 2.373
H: -2.229 -3.230 4.302
C: -3.590 0.479 -1.359
H: 4.500 0.256 -2.441
H: 0.382 -4.350 -0.301
C: -2.879 2.498 1.823
C: -0.496 -4.169 -0.918
H: 1.135 -1.725 3.932
H: 0.093 -0.324 4.089
As: -2.169 -1.058 -3.229
H: -0.110 2.323 -3.175
H: -0.641 -3.021 5.050
C: -1.142 0.821 -1.009
I: 4.280 1.708 -0.185
N: 3.792 -1.241 2.739
C: 3.182 2.129 3.701
H: -0.321 0.765 -7.591
O: -0.238 0.126 -5.671
Y: 1.385 -0.193 1.495
C: -1.354 1.503 0.289
C: 0.748 2.363 -2.509
I: 3.663 -1.762 -0.888
C: -2.143 0.324 -1.746
H: -1.348 -3.936 -0.282
O: 1.645 0.288 -4.473
C: 3.979 2.350 4.806
H: 3.986 3.316 5.288
C: 4.751 1.300 5.286
O: -2.562 1.903 0.545
C: -0.849 -2.010 3.137
O: -4.136 1.540 -1.933
H: 5.376 1.433 6.159
H: 1.249 0.047 -7.131
H: -0.710 -5.030 -1.540
H: 0.628 3.193 -1.810
H: -4.050 0.062 -4.479
C: -5.550 1.767 -1.734
H: -2.774 -0.449 -5.586
H: 2.549 2.912 3.301
H: -6.004 0.912 -1.240
H: -5.670 2.663 -1.131
C: 0.432 0.692 -6.815
H: -5.993 1.920 -2.714
H: 5.798 -0.195 -1.289
H: -1.606 -0.961 1.371
C: 4.744 0.016 -1.413
C: 0.390 -1.125 3.392
H: 5.321 -0.752 4.969
As: 0.842 0.767 -1.376
H: -1.804 -1.689 5.059
H: -2.115 2.263 2.558
O: -0.406 1.671 1.067
O: -4.137 -0.352 -0.685
H: 1.663 2.502 -3.075
C: 4.721 0.082 4.627
C: -0.258 -0.748 -3.489
C: 0.104 -1.928 -1.323
C: 0.479 -0.014 -4.575
C: 3.912 -0.044 3.512
H: -2.819 -1.890 2.235
N: 3.135 0.948 3.072
H: 4.490 -1.246 1.999
C: -2.973 0.042 -4.635
O: 0.289 -1.788 -0.105
H: -0.550 -2.883 2.544
C: -1.415 -2.520 4.467
H: -2.250 -0.369 2.926
H: -2.587 1.056 -4.660
H: -2.955 3.575 1.690
H: 0.831 1.675 -6.570
H: -3.840 2.091 2.121
H: 3.981 -2.059 3.308

The calculation puts the LUMO energy at -6.49 eV. The electronic energy comes out at -6751.71449 a.u. As for the energy above the lowest of the compared OMol25 structures with the same formula, charge and spin: 17.0 kcal per mole. The value obtained for the HOMO-LUMO gap is 6.7 eV. The value obtained for the HOMO energy is -13.170 eV. Its charge is +2.

[4]
Formula: C38H105N17O12
Source: OMol25
Level of theory: wB97M-V/def2-TZVPD

Cartesian coordinates (Å):
H: 0.617 3.044 0.377
H: 0.557 2.930 -3.934
H: 1.878 5.453 -1.577
H: -0.595 0.414 -3.451
H: -3.217 -3.531 0.870
H: -3.771 0.952 1.200
C: 4.681 -0.372 -1.161
H: 1.644 -3.047 -5.853
N: -0.391 1.173 4.004
C: -0.319 0.217 -2.415
C: 2.444 0.226 -0.574
H: -4.194 -0.936 0.980
C: 2.588 -0.585 -2.869
H: 0.000 1.709 1.835
O: 1.067 -4.099 -0.004
O: 0.559 6.701 -2.651
C: -1.004 -0.198 0.114
C: -4.317 -2.553 2.337
H: 0.294 -1.869 -0.396
H: 0.530 -1.873 -3.305
H: 3.079 -0.915 0.191
H: 2.225 4.243 -0.890
H: -5.848 2.034 -1.406
H: 3.081 0.495 -1.417
H: -3.612 2.640 4.491
O: -1.118 -4.097 0.520
H: 0.628 -7.438 3.119
H: -0.733 -3.908 2.539
H: -6.453 0.417 0.408
C: -1.456 0.098 -1.397
C: -5.331 2.302 0.458
H: -0.044 1.264 4.948
H: 1.325 -5.301 1.725
H: 2.231 -0.826 -0.762
H: -2.200 -4.697 2.318
N: 0.706 -5.848 1.145
H: -3.686 2.349 -0.586
H: -1.101 4.092 3.461
N: -5.404 -3.472 2.855
H: -3.801 1.567 -3.579
H: -5.583 -0.718 2.174
H: 4.542 0.709 -1.151
H: -0.509 -2.804 -6.471
H: 3.150 0.583 3.741
H: -3.722 -3.080 1.592
N: -0.809 3.346 4.077
H: 6.023 0.913 -2.722
N: 2.180 -2.245 0.327
C: 1.664 -0.702 3.524
H: -0.383 -2.062 1.231
H: 1.917 0.253 -3.059
O: -4.526 2.343 2.697
H: 3.141 4.211 -2.329
H: -1.373 -2.277 -0.253
H: -5.557 3.368 0.474
H: 3.120 -1.894 0.210
O: -2.184 -1.597 3.108
H: 4.433 -2.787 -0.610
H: 0.484 0.068 2.128
N: 1.230 -4.344 -4.103
H: 6.590 -0.688 -3.194
C: -3.323 2.197 3.538
H: 4.155 -0.684 -2.063
H: -0.278 4.067 -3.148
N: 4.451 -2.485 0.353
N: -3.723 1.787 -2.596
H: -0.518 -4.562 -6.155
C: 6.639 0.069 -2.412
C: 4.163 -1.020 0.220
C: -5.026 -1.388 1.520
C: 0.548 1.309 -1.994
H: -1.750 -0.001 2.096
H: 0.184 -0.730 -2.612
H: 2.821 0.310 0.445
H: 0.648 -5.160 -4.231
O: 0.494 0.897 1.705
H: 0.488 -1.066 -4.746
H: 1.389 5.110 -4.479
C: -1.204 -4.635 1.878
H: 2.870 -5.007 1.352
C: -0.585 -1.695 0.225
H: 1.051 -6.769 1.376
C: 1.433 2.596 -0.191
N: 3.165 4.223 -3.467
H: -3.243 -3.110 4.115
N: 2.977 -4.029 1.123
H: -2.630 -3.388 -0.766
H: 3.879 -3.714 1.451
H: -6.138 -3.554 2.166
H: 1.440 8.600 -2.220
H: 7.684 0.268 -2.175
N: 2.381 0.309 3.147
H: -0.979 -7.340 3.714
C: -2.634 2.363 -2.190
H: -2.930 1.187 3.653
C: -0.410 -3.574 -5.706
H: 2.646 6.547 -2.652
H: -0.051 2.219 -2.034
O: 2.397 -1.470 -3.943
H: -1.802 -0.800 5.011
C: -0.221 -6.758 3.189
H: 3.636 -0.340 -2.695
H: 4.733 0.791 1.207
C: 3.836 2.985 -0.876
H: -2.006 1.033 -1.289
C: 0.623 7.951 -1.904
H: -1.112 -3.793 -4.902
H: -6.820 1.556 1.723
C: 4.502 -0.239 1.481
H: -2.462 2.715 3.116
C: -0.567 2.254 3.326
H: 0.964 -4.054 -3.173
H: 0.080 -6.013 3.926
C: -6.585 1.469 0.663
O: -1.758 2.878 -2.953
N: 0.557 -0.662 2.822
H: -5.792 -3.060 3.692
C: 1.733 4.741 -3.513
H: -2.094 -2.228 0.306
C: 1.190 1.148 -0.591
C: -4.105 1.977 1.358
H: 3.651 -0.188 2.160
O: 1.986 -1.433 4.441
C: -3.439 -2.155 3.627
H: 5.434 -0.627 1.893
C: -2.130 0.113 1.080
N: 2.979 3.820 -1.412
H: -0.272 8.573 -1.929
H: -0.885 3.623 5.045
H: 2.808 3.017 0.831
H: 4.302 2.127 0.875
H: -0.526 0.372 3.404
H: -5.742 -1.803 0.810
O: 6.086 -0.546 -1.261
H: 3.988 4.774 -3.271
H: 1.507 -1.663 -0.151
C: -0.519 -6.046 1.860
H: -3.021 -0.499 0.941
H: 2.329 -0.860 -1.847
C: 1.733 5.963 -2.530
H: 2.306 2.698 0.453
H: -0.070 -1.445 2.942
H: -2.155 -0.664 -1.739
N: -2.791 2.652 -0.941
H: -3.252 2.480 0.903
H: 0.982 3.162 -2.237
H: -7.408 1.820 0.040
H: 0.710 7.743 -0.838
H: 1.715 3.162 -1.078
H: 1.769 0.990 2.722
H: -2.430 1.153 1.201
N: 3.655 2.715 0.371
C: -1.296 -1.243 4.153
O: -0.806 2.186 2.182
H: -0.594 -2.054 4.348
H: -3.942 -1.520 4.356
H: 5.455 -2.590 0.407
C: 0.741 3.680 -3.165
O: 4.793 2.599 -1.456
C: 0.999 -3.233 -4.994
N: 0.198 0.653 0.398
H: 3.362 3.618 -4.251
H: -2.426 3.528 -0.597
N: -4.991 1.910 -0.887
H: -4.366 1.353 -1.948
H: -4.913 0.906 -0.801
H: 1.361 1.287 -2.719
C: 1.040 -1.875 -4.268
H: -0.774 -0.430 3.648
H: -1.206 -6.588 1.211
C: -2.333 -3.291 0.278
C: 2.019 -3.507 0.462

The calculation puts the LUMO energy at -0.12 eV. The electronic energy comes out at -3342.33548 a.u. As for the energy above the lowest of the compared OMol25 structures with the same formula, charge and spin: 1405.7 kcal per mole. The value obtained for the HOMO-LUMO gap is 6.3 eV. The value obtained for the HOMO energy is -6.442 eV.

[5]
Formula: C32H25CaCl3N7O5S
Source: OMol25
Level of theory: wB97M-V/def2-TZVPD

Cartesian coordinates (Å):
H: -1.818 -4.411 -2.287
N: -0.971 -2.590 0.383
N: -0.027 1.780 -1.154
H: 1.749 -0.607 6.633
Cl: 4.226 0.088 2.422
C: 1.353 -0.647 5.626
C: -2.807 1.392 0.498
S: 2.099 -4.467 0.516
C: -3.608 2.339 -0.334
H: -2.894 3.470 1.645
C: -0.067 0.210 3.905
C: 4.165 -2.759 -0.159
H: 0.065 1.065 5.869
H: 1.555 -3.509 -1.997
N: -1.426 1.083 2.203
Cl: 4.866 2.454 0.906
H: -5.181 2.329 -3.352
O: -0.032 -2.819 -2.999
C: 0.125 -0.047 -2.824
H: 1.100 -0.396 -3.188
H: 4.663 -0.974 -3.007
C: 1.252 -1.615 3.452
C: 0.640 4.019 -1.672
N: -0.420 -0.881 -1.795
C: 3.571 1.330 1.325
H: 4.569 -2.932 0.827
N: -2.311 1.934 1.635
H: -1.473 1.935 4.093
H: 0.753 5.039 -1.335
H: 1.400 4.331 -3.662
O: -3.411 4.195 1.196
C: 2.947 -3.416 -0.486
C: -4.093 1.883 -1.558
H: -5.645 4.671 -2.658
C: 3.053 -2.296 -2.618
H: 2.501 -2.170 -3.538
H: -1.388 -2.977 2.351
H: -0.531 -0.036 -3.707
O: 3.239 1.056 -1.040
C: 2.900 0.649 0.063
O: 2.052 -0.216 0.393
C: 0.415 0.285 5.206
C: 4.772 -1.915 -1.041
C: -4.820 2.701 -2.402
C: -3.861 3.667 0.043
H: 5.680 -1.404 -0.744
C: -1.524 -3.334 1.336
C: -1.092 -2.986 -0.886
H: -2.907 -5.803 -0.493
H: 2.517 -2.361 5.012
N: 0.347 -0.734 3.046
C: 0.138 3.062 -0.815
C: 0.817 2.301 -3.313
C: -1.067 1.183 3.417
C: -5.075 4.013 -2.011
Cl: 2.284 2.230 2.183
O: -2.650 0.214 0.130
H: 1.571 -2.344 2.711
C: 0.992 3.620 -2.955
H: 1.082 1.948 -4.303
H: -2.656 -5.064 1.889
C: 1.781 -1.617 4.738
C: 4.220 -1.672 -2.316
C: 0.303 1.393 -2.387
C: -1.780 -4.138 -1.243
C: -2.227 -4.496 1.074
C: -2.361 -4.900 -0.246
H: -4.788 5.511 -0.488
C: -0.449 -2.169 -2.004
H: -0.160 3.318 0.197
Ca: -0.242 -0.214 0.455
N: 2.469 -3.132 -1.731
H: -3.866 0.858 -1.823
C: -4.604 4.492 -0.804

The calculation puts the LUMO energy at 2.22 eV. The electronic energy comes out at -4450.63672 a.u. As for the energy above the lowest of the compared OMol25 structures with the same formula, charge and spin: 11.0 kcal per mole. The value obtained for the HOMO-LUMO gap is 7.2 eV. The value obtained for the HOMO energy is -5.003 eV. Its charge is -1.

[6]
Formula: C10H16N2PPb
Source: OMol25
Level of theory: wB97M-V/def2-TZVPD

Cartesian coordinates (Å):
H: -2.690 3.087 1.787
H: -3.067 -1.202 5.235
H: -2.524 1.735 4.435
P: 2.443 -0.092 1.214
H: -1.512 -0.772 5.953
C: -0.923 -0.296 -3.371
H: 1.651 -1.478 -1.372
H: 3.716 -0.463 0.713
N: -0.937 0.387 1.879
H: -1.113 -0.174 -4.454
H: -0.710 -1.562 2.547
C: -1.634 2.789 1.853
N: -1.076 -0.644 2.769
H: -1.619 -2.180 4.856
H: -1.133 3.535 2.487
C: -1.985 -1.162 5.038
C: -1.710 -0.263 3.901
H: 2.468 -0.989 2.324
C: 0.349 -0.808 -2.984
C: -2.012 1.081 3.737
Pb: -0.077 0.908 -0.872
H: -2.999 0.073 -2.962
H: -1.196 2.846 0.843
H: 1.036 -1.056 -3.817
H: -2.735 -0.266 -0.428
C: -1.892 -0.237 -1.124
C: -1.527 1.447 2.469
C: 0.732 -0.963 -1.684
C: -2.025 -0.145 -2.481
H: 2.929 1.029 1.945

The calculation puts the LUMO energy (spin up / spin down) at -5.62 / -5.60 eV. The electronic energy comes out at -1033.90587 a.u. As for the energy above the lowest of the compared OMol25 structures with the same formula, charge and spin: 0.0 kcal per mole. The value obtained for the HOMO-LUMO gap (spin up / spin down) is 6.3 / 6.3 eV. The value obtained for the HOMO energy (spin up / spin down) is -11.940 / -11.879 eV. Its charge is +1.

[7]
Formula: H12O6
Source: OMol25
Level of theory: wB97M-V/def2-TZVPD

Cartesian coordinates (Å):
H: 0.259 -1.393 -1.527
H: 0.204 1.070 2.407
H: -0.087 -2.792 -1.066
H: 1.336 1.852 0.380
O: -0.475 -1.935 -1.240
O: -0.311 -0.069 0.578
H: 0.629 -0.218 0.474
H: -0.537 1.184 1.092
H: 2.769 1.524 0.019
H: 0.005 1.406 -0.995
H: -0.721 -0.711 -0.001
O: 2.183 1.632 0.768
O: -2.521 -2.421 -0.302
H: -1.648 -2.170 -0.604
O: 0.705 1.929 -0.605
O: -0.090 1.707 1.757
H: 0.724 2.732 -1.126
H: -2.423 -3.327 -0.009

The calculation puts the LUMO energy at -0.44 eV. The electronic energy comes out at -458.47009 a.u. As for the energy above the lowest of the compared OMol25 structures with the same formula, charge and spin: 127.0 kcal per mole. The value obtained for the HOMO-LUMO gap is 9.0 eV. The value obtained for the HOMO energy is -9.477 eV.

[8]
Formula: C4H5ClN2
Source: OMol25
Level of theory: wB97M-V/def2-TZVPD

Cartesian coordinates (Å):
H: -1.365 0.027 1.665
N: 0.965 1.323 1.263
C: -1.358 -1.033 -0.166
H: 1.956 0.980 1.444
C: -0.941 -0.096 0.747
H: 1.092 2.174 0.805
H: -2.244 -1.586 0.176
C: -0.400 -1.006 -1.267
C: 0.620 -0.158 -1.068
Cl: 1.802 0.450 -1.990
N: 0.106 0.656 0.442
H: -0.234 -1.729 -2.052

The calculation puts the LUMO energy at 0.75 eV. The electronic energy comes out at -724.99777 a.u. As for the energy above the lowest of the compared OMol25 structures with the same formula, charge and spin: 86.5 kcal per mole. Its SMILES is Nn1cccc1Cl. The value obtained for the HOMO-LUMO gap is 8.6 eV. The value obtained for the HOMO energy is -7.854 eV.